1.
C21H25NOP2PdSTe as an isolated structure, computed with the ωB97M-V functional and the def2-TZVPD basis.

Results
HOMO in eV: 0.32
Relative energy (zero: lowest compared OMol25 entry of this formula, charge and spin) in eV: 0.420
E_tot in eV: -65906.024
Largest force on an atom in eV Å⁻¹: 0.46
E_LUMO in hartree: 0.176
Gap between HOMO and LUMO in eV: 4.5

```
! RIJCOSX wB97M-V def2-TZVPD def2/J DEFGRID3
* xyz -2 1
H -1.638 -2.407 -1.499
H -5.786 2.050 -3.479
H -3.896 3.225 -2.437
C -2.293 2.824 0.985
C 3.630 0.570 0.709
H -3.285 3.280 0.893
C 2.131 -2.185 -0.799
H -1.713 4.017 -2.448
C 5.901 0.485 1.527
H 3.564 -2.298 -2.347
C -4.480 -0.498 -1.673
N 1.839 -2.621 0.489
H 3.871 2.110 3.702
Pd -0.316 0.493 0.026
C -5.339 0.171 -2.538
C -3.397 0.147 -1.087
C 3.204 1.270 1.844
C 4.240 -3.431 -0.657
H -3.708 0.045 1.862
H -4.280 -1.497 1.184
H -1.591 3.564 1.378
H -0.874 4.528 -0.984
H -2.864 -1.454 2.272
C 3.350 -2.637 -1.343
H 5.239 -0.377 -0.329
C -4.050 2.175 -2.220
C -3.392 -0.925 1.476
H 5.172 -3.737 -1.118
S 1.070 -1.151 -1.652
C 5.498 1.187 2.657
H 4.591 -4.398 1.260
H -6.169 -0.355 -2.998
C -3.169 1.508 -1.370
H 2.901 0.326 -0.059
C 4.172 1.570 2.811
H 6.220 1.434 3.430
H -3.155 -2.863 -0.635
H -2.317 1.992 1.688
H -2.653 4.563 -1.031
C -2.168 -2.399 -0.546
H 6.934 0.174 1.410
H 2.394 -3.602 2.177
H -1.547 -2.957 0.157
C 4.953 0.181 0.556
C 2.733 -3.377 1.177
C -5.123 1.514 -2.808
O 0.736 -2.309 1.061
C 3.926 -3.802 0.649
C -1.762 4.013 -1.357
H -4.657 -1.546 -1.460
P -2.197 -0.674 0.075
Te 1.180 1.820 2.085
P -1.631 2.263 -0.666
*
```

Atomic partial charges in e from the Mulliken method, atoms 1 to 8: number 1, H, carries 0.341; number 2, H, carries 0.344; number 3, H, carries 0.278; number 4, C, carries -1.281; number 5, C, carries -0.190; number 6, H, carries 0.347; number 7, C, carries 0.174; number 8, H, carries 0.417


2.
A 2-piece molecular cluster, C3H9N overall at a distorted geometry, computed with the ωB97M-V functional and the def2-TZVPD basis.

Results
HOMO in eV: -8.17
Relative energy (zero: lowest compared OMol25 entry of this formula, charge and spin) in eV: 1.471
E_tot in eV: -4745.638
Largest force on an atom in eV Å⁻¹: 2.99
SMILES string: C=CN.C
E_LUMO in hartree: 0.044
Gap between HOMO and LUMO in eV: 9.4

```
! RIJCOSX wB97M-V def2-TZVPD def2/J DEFGRID3
* xyz 0 1
C -2.491 -2.880 0.471
C -2.900 -1.914 -0.375
H -3.142 -0.987 0.125
H 4.446 4.053 -0.773
H 4.749 5.463 0.250
H -2.262 -4.420 -0.814
N -2.164 -4.204 0.161
H -1.778 -4.677 0.931
H -1.926 -2.536 1.336
H 3.086 5.184 -0.621
H 3.727 4.280 0.793
H -3.321 -2.165 -1.341
C 3.977 4.802 -0.143
*
```

Atomic partial charges in e from the Mulliken method, atoms 1 to 8: number 1, C, carries 0.105; number 2, C, carries -0.810; number 3, H, carries 0.258; number 4, H, carries 0.232; number 5, H, carries 0.238; number 6, H, carries 0.186; number 7, N, carries -0.421; number 8, H, carries 0.207


3.
C30H28CoIN4OS3Si as an isolated structure, computed with the ωB97M-V functional and the def2-TZVPD basis.

Results
HOMO (alpha / beta) in eV: -12.79 / -12.79
E_tot in eV: -125673.925
Largest force on an atom in eV Å⁻¹: 0.13
E_LUMO (alpha / beta) in hartree: -0.234 / -0.234
Gap between HOMO and LUMO (alpha / beta) in eV: 6.4 / 6.4

```
! RIJCOSX wB97M-V def2-TZVPD def2/J DEFGRID3
* xyz 2 1
H 2.666 -0.080 -0.481
I 0.581 3.644 -0.008
C 4.116 3.936 -5.619
N 0.558 0.848 -2.035
H -5.360 -5.667 2.314
C -1.987 -3.091 -1.227
C 2.746 2.051 -4.797
C 4.199 2.845 -6.427
C 1.422 -0.048 -4.518
C -1.149 -2.374 -2.093
H -1.607 0.812 4.693
Si 0.684 -0.145 4.972
C 3.097 -0.611 1.573
H 4.796 2.813 -7.325
C 2.345 -0.084 0.552
C 2.576 -0.587 2.866
H 1.691 2.522 -2.361
H -2.081 -0.818 1.263
H 4.068 -1.037 1.368
O -1.879 1.947 -1.002
H 0.401 -2.517 -5.134
H 3.170 -1.018 3.664
C -2.140 3.138 -1.243
H 1.822 0.166 7.122
H -3.985 2.751 -1.965
H 1.741 -0.401 -5.490
S -3.958 -4.745 0.562
H -0.423 2.091 5.014
C 1.331 -0.037 3.170
C 0.090 -2.138 -4.169
C -1.187 4.286 -0.989
C -0.693 -1.126 -1.674
Co -0.265 1.171 -0.210
N -1.035 -0.597 -0.471
S -0.908 1.278 1.936
H 2.957 -0.467 5.943
H -3.560 4.430 -1.956
H 3.361 0.812 -6.466
C -3.546 -2.852 2.223
H -0.968 1.038 6.314
N 1.149 0.453 0.823
C -2.345 -2.556 -0.004
C 0.652 0.489 2.073
H -0.255 -2.059 6.206
H -1.087 -3.833 -3.701
H -0.721 -2.142 4.507
C -3.212 -3.243 0.951
C 3.414 1.764 -5.957
S 3.098 3.659 -4.279
H -2.345 -4.067 -1.530
C 0.162 -0.357 -2.507
C -1.834 -1.283 0.322
H 2.514 1.243 5.913
H 4.604 4.891 -5.737
C -0.731 -2.863 -3.380
C -4.413 -3.764 2.870
C 2.132 0.234 6.077
C 0.569 -0.849 -3.750
C -4.722 -4.830 2.081
N -3.307 3.473 -1.770
H -4.793 -3.633 3.871
C 1.375 1.574 -2.775
C 1.847 1.179 -4.042
C -0.705 1.064 5.253
H -0.895 4.745 -1.931
H -3.194 -1.945 2.694
H 0.905 -2.618 5.004
H -1.650 5.039 -0.354
C 0.101 -1.902 5.185
*
```

Atomic partial charges in e from the Mulliken method, atoms 1 to 8: number 1, H, carries 0.472; number 2, I, carries 0.226; number 3, C, carries -0.367; number 4, N, carries 0.579; number 5, H, carries 0.461; number 6, C, carries -0.617; number 7, C, carries 0.425; number 8, C, carries -0.622


4.
C2HO4S as an isolated structure at a distorted geometry, computed with the ωB97M-V functional and the def2-TZVPD basis.

Results
HOMO (alpha / beta) in eV: -2.04 / -4.90
Relative energy (zero: lowest compared OMol25 entry of this formula, charge and spin) in eV: 1.270
E_tot in eV: -21112.348
Largest force on an atom in eV Å⁻¹: 2.97
E_LUMO (alpha / beta) in hartree: 0.149 / 0.091
Gap between HOMO and LUMO (alpha / beta) in eV: 6.1 / 7.4

```
! RIJCOSX wB97M-V def2-TZVPD def2/J DEFGRID3
* xyz -1 3
S 0.726 -0.951 0.129
O 0.754 0.501 -0.797
O 2.015 -1.090 0.779
C -0.867 0.415 0.870
H -1.825 -0.089 0.829
O 0.379 -2.033 -0.781
C -0.391 1.091 -0.291
O -0.791 2.156 -0.739
*
```

Partial charges, Mulliken, in e: number 1, S, carries 0.708; number 2, O, carries -0.292; number 3, O, carries -0.624; number 4, C, carries -0.520; number 5, H, carries 0.269; number 6, O, carries -0.597; number 7, C, carries 0.600; number 8, O, carries -0.544


Question: Which value of largest force on an atom does entry 2 give?
Answer: 2.99 eV Å⁻¹


Question: The highest E_tot belongs to which entry?
Answer: C3H9N


Question: Which of these has the highest largest force on an atom?
Answer: C3H9N